Entry 1:
97
Properties=species:S:1:pos:R:3:mulliken_charge:R:1 method="wB97M-V/def2-TZVPD" total_energy_ev=-45614.58037 e_above_lowest_ev=0.7490 largest_force_ev_per_a=1.99 smiles=COC[C@H](C)N.COC[C@H](C)N.COC[C@H](C)N.COC[C@H](C)N.COC[C@H](C)N.CO.CO gap_ev=9.575 lumo_ev=0.25
C -7.367 -0.733 3.068 -0.670
O -6.475 -1.829 3.161 -0.340
C -5.138 -1.447 2.888 -0.681
C -4.832 -1.549 1.408 0.767
C -4.538 -2.995 0.990 -1.581
N -3.647 -0.741 1.077 -0.437
H -8.368 -1.068 3.336 0.258
H -7.359 -0.317 2.058 0.274
H -7.114 0.028 3.817 0.273
H -4.893 -0.450 3.269 0.354
H -4.513 -2.179 3.406 0.318
H -5.689 -1.274 0.778 0.104
H -4.381 -3.026 -0.091 0.272
H -5.258 -3.742 1.312 0.432
H -3.567 -3.263 1.431 0.344
H -3.964 0.195 0.847 0.213
H -3.199 -1.115 0.245 0.096
C 1.800 0.241 -0.855 -0.659
O 1.285 1.312 -0.122 -0.180
C 0.985 1.061 1.226 -0.507
C 0.097 2.189 1.742 0.373
C -1.281 2.043 1.088 -1.366
N 0.660 3.529 1.342 -0.814
H 1.718 0.507 -1.913 0.088
H 1.189 -0.670 -0.833 0.171
H 2.844 0.075 -0.573 0.326
H 0.463 0.102 1.349 0.230
H 1.951 0.951 1.744 0.299
H 0.024 2.067 2.823 0.311
H -1.223 2.321 0.035 0.307
H -2.069 2.576 1.616 0.379
H -1.589 0.989 1.071 0.262
H -0.002 3.890 0.660 0.167
H 1.416 3.281 0.700 0.438
C 1.915 3.230 -3.041 -0.838
O 1.151 4.296 -2.580 -0.233
C 0.499 4.971 -3.638 -0.748
C -0.492 5.993 -3.097 0.532
C -1.508 5.337 -2.200 -0.837
N -1.144 6.739 -4.159 -0.722
H 2.867 3.516 -3.515 0.386
H 1.391 2.485 -3.648 0.367
H 2.305 2.682 -2.175 0.195
H 1.269 5.515 -4.210 0.296
H -0.021 4.315 -4.353 0.308
H 0.122 6.720 -2.554 0.219
H -1.021 4.807 -1.382 -0.147
H -2.177 4.659 -2.736 0.335
H -2.153 6.074 -1.712 0.405
H -1.862 6.167 -4.599 0.281
H -0.494 6.938 -4.916 0.268
C -0.411 -4.680 -4.155 -0.675
O -1.611 -4.514 -3.472 -0.369
C -1.856 -3.179 -3.040 -0.731
C -0.975 -2.786 -1.879 0.927
C -0.956 -3.757 -0.721 -1.299
N -1.377 -1.451 -1.389 -0.383
H 0.471 -4.593 -3.506 0.252
H -0.263 -3.900 -4.920 0.302
H -0.420 -5.653 -4.637 0.269
H -1.672 -2.514 -3.894 0.387
H -2.909 -3.166 -2.763 0.244
H 0.081 -2.707 -2.185 0.116
H -1.941 -3.986 -0.302 0.121
H -0.382 -3.353 0.118 0.342
H -0.527 -4.716 -1.010 0.396
H -1.229 -0.662 -2.006 0.289
H -0.838 -1.237 -0.558 -0.167
C 4.452 -5.562 2.746 -0.716
O 3.724 -4.661 1.970 -0.345
C 3.938 -3.286 2.301 -0.524
C 3.209 -2.915 3.583 0.607
C 1.708 -2.985 3.403 -1.177
N 3.655 -1.539 3.948 -0.696
H 5.534 -5.389 2.696 0.300
H 4.290 -6.563 2.336 0.274
H 4.117 -5.624 3.788 0.286
H 5.008 -3.078 2.375 0.375
H 3.486 -2.752 1.463 0.020
H 3.571 -3.533 4.405 0.327
H 1.198 -2.733 4.332 0.410
H 1.421 -4.005 3.118 0.373
H 1.348 -2.394 2.557 0.041
H 3.506 -1.393 4.946 0.313
H 2.947 -0.883 3.610 0.158
C 4.361 0.717 -4.836 -0.066
O 5.536 -0.004 -4.547 -0.528
H 3.744 0.850 -3.940 -0.187
H 4.612 1.712 -5.222 0.247
H 3.765 0.219 -5.596 0.273
H 5.883 0.201 -3.677 0.301
C 2.181 4.554 4.535 -0.500
O 2.788 4.427 3.237 -0.546
H 1.415 3.794 4.686 0.200
H 2.964 4.439 5.281 0.230
H 1.788 5.570 4.610 0.226
H 2.052 4.270 2.627 0.412

---

Entry 2:
97
Properties=species:S:1:pos:R:3:mulliken_charge:R:1 method="wB97M-V/def2-TZVPD" total_energy_ev=-274110.47055 largest_force_ev_per_a=1.98 charge=-1 gap_ev=6.809 lumo_ev=1.76
C 3.084 0.331 6.505 -0.084
C 1.998 0.439 6.004 -0.595
C 0.706 0.371 5.285 -0.981
C 0.890 0.044 3.799 0.880
C 1.850 0.984 3.042 0.150
C 1.486 2.480 3.027 0.270
C -0.002 2.811 3.146 -1.311
Cl 2.020 3.126 1.390 -0.213
O -0.355 -0.170 3.229 -0.602
P -0.343 -1.242 1.826 1.852
S -1.985 0.027 0.939 0.026
C -0.453 -2.611 0.513 -1.393
C -0.453 -2.117 -0.955 1.496
C -1.798 -2.351 -1.649 -0.769
C -1.830 -1.903 -3.139 -1.386
C -0.934 -0.684 -3.446 0.741
C 0.406 -1.077 -4.092 -0.642
C 1.027 0.077 -4.891 -1.078
C 1.476 1.277 -4.021 -0.481
Si 3.278 1.275 -3.468 0.034
C 4.036 3.009 -3.573 -1.150
C 4.342 0.194 -4.616 -0.789
C 3.494 0.535 -1.734 0.605
C 4.710 0.703 -1.055 -0.833
C 4.866 0.125 0.200 -1.096
C 3.833 -0.608 0.775 -0.338
C 2.619 -0.745 0.120 -0.663
C 2.448 -0.169 -1.142 0.884
O 1.119 -1.973 2.478 -0.537
C 1.593 -1.385 3.654 -0.198
S 1.317 -2.619 5.004 -0.301
H 4.034 0.169 6.953 0.418
H 0.246 1.357 5.407 0.171
H 0.027 -0.334 5.756 0.482
H 2.814 0.895 3.553 0.503
H 2.012 0.601 2.038 -1.182
H 2.066 3.061 3.739 0.419
H -0.326 2.877 4.185 0.291
H -0.634 2.144 2.563 0.111
H -0.145 3.815 2.735 0.530
H 0.537 -0.410 1.058 -0.964
H -1.257 -2.031 2.613 -0.244
H -1.313 0.753 0.028 -0.328
H 0.322 -3.365 0.664 0.216
H -1.406 -3.119 0.694 0.574
H -0.116 -1.082 -1.016 -1.073
H 0.279 -2.723 -1.509 0.373
H -2.003 -3.426 -1.616 0.411
H -2.630 -1.875 -1.129 0.285
H -1.566 -2.747 -3.781 0.368
H -2.859 -1.628 -3.392 0.270
H -1.462 -0.066 -4.182 0.704
H -0.788 -0.057 -2.569 -0.525
H 1.102 -1.501 -3.364 0.062
H 0.193 -1.879 -4.808 0.572
H 1.815 -0.324 -5.534 0.398
H 0.251 0.447 -5.570 0.422
H 1.278 2.190 -4.594 0.529
H 0.835 1.364 -3.137 0.261
H 4.135 3.264 -4.633 0.347
H 5.055 2.981 -3.180 0.279
H 3.443 3.776 -3.077 0.335
H 4.330 0.540 -5.649 0.427
H 5.346 0.161 -4.188 -0.127
H 3.947 -0.824 -4.536 0.337
H 5.505 1.274 -1.519 0.489
H 5.815 0.231 0.715 0.420
H 3.960 -1.079 1.742 0.396
H 1.802 -1.309 0.559 0.682
H 1.491 -0.287 -1.631 -0.352
H 2.678 -1.277 3.598 0.160
H -0.024 -2.728 5.039 0.105
C -5.440 -0.683 3.114 0.090
Cl -6.348 -0.536 1.601 -0.110
Cl -6.527 -1.142 4.438 -0.113
Cl -4.132 -1.831 2.938 -0.067
H -5.014 0.284 3.349 0.199
C 8.363 -1.637 -4.108 0.031
Cl 7.742 -0.953 -2.608 -0.069
Cl 8.165 -0.504 -5.447 -0.128
Cl 10.059 -2.104 -3.934 -0.143
H 7.791 -2.527 -4.334 0.286
C -7.898 1.528 -0.914 0.243
Cl -7.478 2.990 -1.815 -0.134
Cl -9.607 1.544 -0.467 -0.141
Cl -7.504 0.084 -1.843 -0.110
H -7.312 1.516 -0.004 0.121
C -3.650 2.679 -3.247 -0.127
Cl -2.706 3.385 -4.567 -0.148
Cl -4.631 1.331 -3.823 -0.112
Cl -2.612 2.161 -1.928 0.042
H -4.322 3.440 -2.870 0.342
C -9.924 -1.020 6.847 0.209
Cl -10.160 0.665 7.314 -0.124
Cl -10.566 -2.106 8.084 -0.131
Cl -10.663 -1.347 5.281 -0.115
H -8.861 -1.199 6.761 0.156

---

Entry 3:
67
Properties=species:S:1:pos:R:3:nbo_charge:R:1 method="wB97M-V/def2-TZVPD" total_energy_ev=-69487.16393 multiplicity=5 e_above_lowest_ev=3.4633 largest_force_ev_per_a=2.06 s_squared=6.1927 charge=+3 gap_ev="5.745 / 5.039" lumo_ev="-9.33 / -11.06"
Os -0.113 -0.011 -0.368 0.959
N 0.043 -4.262 1.268 -0.497
C -0.107 -5.242 0.292 0.251
C -0.186 -6.581 0.648 -0.230
C -0.428 -7.536 -0.326 -0.095
C -0.595 -7.164 -1.660 -0.127
C -0.474 -5.836 -2.036 -0.189
C -0.219 -4.875 -1.064 -0.241
S -0.026 -3.199 -1.564 0.872
N 0.030 -2.347 -0.115 -0.708
C 0.038 -2.940 1.053 0.504
C -0.611 -0.675 2.129 0.243
C -1.091 -0.777 3.594 -0.315
C -0.166 -0.089 4.504 -0.053
C 0.864 0.655 4.052 -0.298
C 1.053 0.892 2.649 0.200
N 0.352 0.323 1.729 -0.518
H 0.058 -4.581 2.235 0.464
H -0.079 -6.869 1.684 0.253
H -0.499 -8.576 -0.045 0.266
H -0.819 -7.907 -2.408 0.267
H -0.585 -5.534 -3.066 0.260
H -2.126 -0.492 3.786 0.262
H -0.376 -0.149 5.560 0.253
H 1.518 1.164 4.743 0.268
H 1.790 1.625 2.341 0.237
S -0.196 -0.218 -2.674 -0.059
C 0.038 1.492 -3.036 0.205
N -0.113 1.861 -4.275 -0.181
N 0.245 2.936 -4.885 -0.156
C 1.343 3.738 -4.737 0.089
C 2.430 3.401 -3.906 -0.142
C 3.554 4.193 -3.907 -0.207
C 3.613 5.339 -4.701 -0.095
C 2.532 5.694 -5.504 -0.188
C 1.411 4.897 -5.540 -0.159
N 0.136 2.334 -2.003 -0.246
N -0.116 1.883 -0.824 -0.163
C -0.372 2.863 0.138 0.136
C 0.390 4.035 0.211 -0.210
C 0.058 4.999 1.140 -0.189
C -1.040 4.822 1.975 -0.151
C -1.823 3.677 1.873 -0.192
C -1.488 2.691 0.970 -0.234
H -0.332 3.131 -5.710 0.436
H 2.397 2.497 -3.318 0.213
H 4.408 3.920 -3.306 0.244
H 4.507 5.943 -4.709 0.249
H 2.581 6.585 -6.110 0.257
H 0.573 5.159 -6.168 0.238
H 1.235 4.155 -0.449 0.237
H 0.647 5.900 1.211 0.247
H -1.300 5.588 2.688 0.246
H -2.704 3.569 2.486 0.239
H -2.114 1.818 0.834 0.224
N -0.419 -3.203 4.460 -0.842
C -0.954 -2.383 3.456 0.310
C 0.033 -2.077 2.266 -0.333
N -1.666 -0.596 1.151 -0.451
C -2.660 -1.418 1.153 0.081
C -2.889 -2.532 2.063 0.037
N -2.176 -2.947 3.029 -0.345
H 0.304 -2.795 5.034 0.395
H -1.129 -3.645 5.030 0.418
H 1.043 -1.994 2.676 0.285
H -3.417 -1.259 0.396 0.238
H -3.815 -3.072 1.908 0.234

---

Entry 4:
16
Properties=species:S:1:pos:R:3:nbo_charge:R:1 method="wB97M-V/def2-TZVPD" total_energy_ev=-8868.23247 e_above_lowest_ev=0.9801 largest_force_ev_per_a=1.13 smiles=C[C@@H](O)[C@@H](C)C#N gap_ev=11.354 lumo_ev=0.56
C -0.193 1.636 0.355 -0.642
C 0.558 0.346 0.664 0.119
O 0.075 -0.223 1.872 -0.731
C 0.403 -0.739 -0.435 -0.342
C -1.006 -1.340 -0.468 -0.600
C 0.788 -0.201 -1.748 0.291
N 1.083 0.238 -2.778 -0.331
H 0.143 2.069 -0.593 0.227
H -0.027 2.372 1.148 0.220
H -1.270 1.451 0.293 0.215
H 1.632 0.565 0.745 0.173
H 0.754 -0.162 2.551 0.482
H 1.115 -1.541 -0.201 0.245
H -1.066 -2.156 -1.194 0.222
H -1.753 -0.588 -0.737 0.214
H -1.235 -1.727 0.527 0.237

---

Entry 5:
12
Properties=species:S:1:pos:R:3:nbo_charge:R:1 method="wB97M-V/def2-TZVPD" total_energy_ev=-18816.65820 e_above_lowest_ev=0.8991 largest_force_ev_per_a=2.56 smiles="C=CC(=S)C(=C)F" gap_ev=7.746 lumo_ev=-1.25
C -2.392 -0.709 0.015 -0.271
C -1.033 -0.795 0.003 -0.280
C -0.163 0.431 -0.145 -0.186
S -0.684 1.963 -0.258 0.061
C 1.303 0.157 -0.150 0.316
C 2.329 0.913 0.174 -0.402
F 1.630 -1.136 -0.435 -0.349
H -2.959 0.186 -0.068 0.213
H -2.992 -1.632 0.050 0.202
H -0.449 -1.710 0.078 0.234
H 2.130 1.951 0.374 0.233
H 3.279 0.381 0.361 0.231

---

Entry 6:
71
Properties=species:S:1:pos:R:3:mulliken_charge:R:1 method="wB97M-V/def2-TZVPD" total_energy_ev=-149296.65544 e_above_lowest_ev=0.0353 largest_force_ev_per_a=1.57 charge=+1 gap_ev=7.649 lumo_ev=-2.89
Lu -0.527 0.378 0.631 1.223
O 3.237 1.564 1.227 -0.738
C 3.911 0.758 0.357 0.517
C 5.123 1.231 -0.137 -0.574
C 5.885 0.451 -0.986 -0.455
C 5.456 -0.823 -1.340 -0.854
C 4.249 -1.286 -0.848 -0.936
C 3.440 -0.502 -0.024 0.671
C 2.135 -1.105 0.469 0.617
O 1.325 -0.307 1.259 -0.442
N 1.339 -1.534 -0.737 -0.364
N 0.029 -1.780 -0.439 -0.254
C -0.561 -2.828 -0.848 -0.460
C -1.991 -3.000 -0.656 0.382
Br -2.863 -1.396 -0.080 -0.156
C -2.720 -4.086 -0.887 -0.833
C -2.187 -5.406 -1.256 0.533
C -1.010 -5.908 -0.691 -0.477
C -0.543 -7.165 -1.039 -0.591
C -1.248 -7.939 -1.951 -0.440
C -2.430 -7.458 -2.502 -0.528
C -2.902 -6.207 -2.147 -0.470
H 2.425 1.091 1.457 0.166
H 5.455 2.214 0.176 0.452
H 6.831 0.827 -1.359 0.399
H 6.064 -1.452 -1.979 0.396
H 3.939 -2.297 -1.100 0.307
H 2.387 -2.023 1.014 0.232
H 1.795 -2.271 -1.256 0.308
H -0.027 -3.599 -1.400 0.667
H -3.802 -3.999 -0.818 0.412
H -0.484 -5.326 0.058 0.607
H 0.360 -7.555 -0.584 0.387
H -0.889 -8.927 -2.216 0.393
H -2.984 -8.063 -3.209 0.387
H -3.830 -5.837 -2.570 0.404
C -1.500 1.738 5.168 -1.661
C -1.349 1.468 3.708 0.680
N -0.301 0.957 3.187 0.222
O 0.693 0.675 4.079 -0.542
C -2.438 1.748 2.719 0.316
C -3.818 2.176 3.066 -1.800
N -2.019 1.514 1.538 0.639
O -2.687 1.532 0.411 -0.850
H -0.558 2.091 5.583 0.438
H -1.750 0.810 5.687 0.307
H -2.285 2.467 5.358 0.419
H 1.346 0.230 3.523 0.366
H -4.199 1.615 3.920 0.421
H -4.462 2.009 2.205 0.377
H -3.853 3.239 3.318 0.337
C 1.169 4.154 0.797 -0.707
N 0.282 4.244 -0.361 0.240
C -0.243 5.590 -0.591 -1.167
C -0.110 3.144 -1.018 0.558
O 0.135 1.988 -0.532 -0.367
N -0.768 3.191 -2.193 0.134
C -0.652 4.254 -3.193 -1.277
C -1.429 1.960 -2.644 -0.901
H 2.037 4.797 0.647 0.395
H 1.523 3.147 0.935 -0.051
H 0.637 4.485 1.691 0.357
H -0.314 6.082 0.376 0.391
H -1.239 5.561 -1.018 0.409
H 0.414 6.188 -1.220 0.307
H 0.223 4.866 -3.015 0.384
H -1.539 4.887 -3.234 0.333
H -0.525 3.787 -4.168 0.486
H -0.713 1.149 -2.759 0.267
H -1.882 2.158 -3.612 0.469
H -2.208 1.666 -1.947 0.188